1.
This record from the OMol25 dataset describes an isolated molecule of C6H16O3Si3 at a distorted geometry. The level of theory is wB97M-V/def2-TZVPD.

Geometry as XYZ:
```
28
Properties=species:S:1:pos:R:3
C 1.56 1.54 -1.92
C 0.37 1.62 -1.27
C -0.26 1.10 -0.10
C -4.50 0.54 1.34
C -3.62 1.81 1.06
C -2.19 1.32 1.17
O 0.26 0.29 0.88
O 2.80 -0.22 1.29
O -1.43 1.51 0.11
Si 4.28 -1.34 -0.87
Si 2.03 -2.05 -0.81
Si 1.34 -0.88 0.97
H 1.49 1.83 -2.97
H 2.52 1.24 -1.53
H -0.45 1.95 -1.90
H -4.33 -0.07 0.48
H -4.07 -0.02 2.17
H -5.54 0.72 1.44
H -3.76 2.54 1.85
H -3.95 2.24 0.16
H -1.71 0.88 2.05
H 2.99 0.69 1.19
H 5.24 -2.06 -0.08
H 4.38 0.13 -0.55
H 4.78 -1.68 -2.26
H 2.08 -3.52 -0.72
H 1.42 -1.93 -2.09
H 0.89 -1.49 2.27
```

The HOMO energy (alpha / beta) comes out at -7.173 / -6.772 eV. The value obtained for the energy relative to the best compared isomer or geometry (same formula, charge and spin) is 150.6 kJ/mol. The lowest unoccupied orbital energy (alpha / beta) is 0.34 / 0.51 eV. The value obtained for the HOMO-LUMO gap (alpha / beta) is 7.5 / 7.3 eV.

These are the natural (NBO) partial charges, in e, on atoms 1 to 5:
1 C -0.459
2 C -0.299
3 C 0.543
4 C -0.589
5 C -0.458


2.
This record from the OMol25 dataset describes an isolated molecule of C3H4OS at a distorted geometry. The level of theory is wB97M-V/def2-TZVPD.

Geometry as XYZ:
```
9
Properties=species:S:1:pos:R:3
C 1.57 -0.05 -1.06
C 0.08 0.09 -0.47
C -0.77 0.02 0.66
O 3.21 0.17 -2.96
S 1.79 0.35 -2.63
H 2.39 -0.39 -0.45
H -0.49 0.36 -1.36
H -1.81 0.22 0.51
H -0.41 -0.22 1.64
```

The HOMO energy comes out at -9.077 eV. The value obtained for the energy relative to the best compared isomer or geometry (same formula, charge and spin) is 244.5 kJ/mol. The lowest unoccupied orbital energy is -0.75 eV. The value obtained for the HOMO-LUMO gap is 8.3 eV.

These are the natural (NBO) partial charges, in e, on atoms 1 to 5:
1 C -0.521
2 C -0.222
3 C -0.371
4 O -0.897
5 S 1.186


3.
This record from the OMol25 dataset describes C21H49N7O8V as an isolated structure at a distorted geometry. The level of theory is wB97M-V/def2-TZVPD.

Geometry as XYZ:
```
86
Properties=species:S:1:pos:R:3
O 0.54 -1.98 -0.29
V 0.12 -0.55 0.08
C -2.39 0.23 -2.10
O -1.58 -0.17 -1.25
N -2.81 -0.57 -3.09
C -2.29 -1.91 -3.26
C -3.94 -0.28 -3.99
H -2.90 1.20 -2.15
H -2.78 -2.62 -2.60
H -1.24 -1.88 -2.96
H -2.25 -2.31 -4.28
H -3.83 -0.50 -5.05
H -4.84 -0.72 -3.55
H -4.15 0.78 -4.04
C -2.43 1.13 1.74
O -1.33 0.65 1.36
N -3.20 0.69 2.76
C -4.53 1.18 2.95
C -2.79 -0.46 3.62
H -2.95 1.99 1.27
H -4.57 2.22 2.64
H -4.79 1.23 4.01
H -5.25 0.58 2.39
H -3.58 -1.20 3.45
H -1.78 -0.82 3.39
H -2.85 -0.10 4.65
C -2.63 -2.98 0.89
O -1.74 -2.10 0.88
N -3.93 -2.71 0.67
C -4.80 -3.87 0.56
C -4.49 -1.38 0.46
H -2.45 -4.06 1.04
H -5.07 -4.01 -0.48
H -5.71 -3.56 1.07
H -4.44 -4.86 0.86
H -4.91 -1.34 -0.54
H -5.25 -1.04 1.17
H -3.77 -0.56 0.52
C 3.70 -0.27 0.03
O 2.50 -0.30 0.26
N 4.49 0.62 0.65
C 5.77 0.97 0.09
C 4.08 1.46 1.83
H 4.24 -0.78 -0.79
H 5.62 1.88 -0.49
H 6.11 0.18 -0.58
H 6.51 1.10 0.88
H 4.70 1.25 2.70
H 4.23 2.51 1.58
H 3.03 1.33 2.08
C 1.59 0.23 -3.13
O 1.19 -0.42 -2.19
N 1.61 -0.21 -4.40
C 2.17 0.57 -5.55
C 0.85 -1.41 -4.85
H 2.14 1.18 -3.07
H 3.25 0.65 -5.63
H 1.71 1.55 -5.65
H 1.89 0.09 -6.49
H -0.21 -1.18 -4.78
H 0.92 -1.71 -5.90
H 0.94 -2.19 -4.10
C 1.02 2.67 -0.56
O 0.48 1.62 -0.16
N 1.49 3.65 0.21
C 2.08 4.78 -0.47
C 1.22 3.90 1.62
H 1.40 2.87 -1.58
H 2.94 5.14 0.10
H 1.32 5.56 -0.45
H 2.44 4.61 -1.48
H 0.63 4.81 1.77
H 0.78 3.05 2.12
H 2.21 4.09 2.03
C 1.34 -0.66 3.14
O 0.66 -0.85 2.19
N 2.48 -1.34 3.39
C 3.33 -0.97 4.54
C 3.06 -2.51 2.65
H 1.17 0.11 3.90
H 4.38 -0.79 4.28
H 3.27 -1.83 5.20
H 3.08 -0.07 5.10
H 4.02 -2.26 2.19
H 3.19 -3.38 3.29
H 2.58 -2.63 1.68
```

The HOMO energy (alpha / beta) comes out at -6.975 / -10.216 eV. The lowest unoccupied orbital energy (alpha / beta) is -1.59 / -1.60 eV. As for the spin multiplicity: 3. The charge is +1. The value obtained for the HOMO-LUMO gap (alpha / beta) is 5.4 / 8.6 eV.

These are the Mulliken partial charges, in e, on atoms 1 to 5:
1 O -0.555
2 V 0.721
3 C -0.048
4 O -0.042
5 N 0.446